# 1
This record from the Open Molecules 2025 dataset describes a structure of composition C32H33GdI2N7O. The level of theory is ωB97M-V/def2-TZVPD.

For the LUMO energy (alpha / beta), the calculation gives -3.3987 / -3.6782 eV. The total energy comes out at -3058.6596 Ha. The calculation puts the energy relative to the best compared isomer or geometry (same formula, charge and spin) at 0.082 eV. As for the HOMO-LUMO gap (alpha / beta): 0.254 / 0.244 Eh. Its HOMO energy (alpha / beta) is -10.3 / -10.3 eV. Its spin multiplicity is 8. As for the net charge: +1.

Each line ends with the Löwdin charge.
Geometry (Å):
Gd (-0.69, 0.57, -0.04)  1.57
I (-4.85, -3.67, -3.87)  0.90
C (-3.42, -2.26, -3.35)  -0.75
C (-3.78, -0.92, -3.24)  -0.22
C (-2.83, 0.01, -2.85)  -0.65
I (-3.35, 2.02, -2.68)  1.05
C (-1.51, -0.37, -2.57)  -0.49
O (-0.59, 0.50, -2.14)  -0.35
C (-1.17, -1.73, -2.70)  -0.18
C (0.23, -2.11, -2.30)  -0.14
N (0.35, -1.97, -0.82)  -0.09
C (-0.29, -3.09, -0.14)  -0.14
C (-0.75, -2.78, 1.27)  -0.26
C (-1.02, -3.82, 2.15)  -0.01
C (-1.52, -3.53, 3.40)  -0.03
C (-1.72, -2.20, 3.75)  -0.03
C (-1.41, -1.23, 2.82)  -0.13
N (-0.95, -1.51, 1.60)  0.02
C (-2.12, -2.66, -3.10)  -0.12
H (-4.80, -0.61, -3.44)  0.09
H (0.45, -3.14, -2.61)  0.13
H (0.95, -1.44, -2.75)  0.13
H (1.33, -1.96, -0.58)  0.11
H (-1.18, -3.37, -0.71)  0.12
H (0.35, -3.98, -0.12)  0.14
H (-0.84, -4.85, 1.85)  0.12
H (-1.75, -4.32, 4.10)  0.12
H (-2.11, -1.92, 4.72)  0.11
H (-1.53, -0.18, 3.06)  0.10
H (-1.84, -3.70, -3.20)  0.11
C (-5.83, -1.96, 1.39)  -0.06
C (-4.80, -2.14, 0.48)  -0.05
C (-3.86, -1.14, 0.29)  -0.04
C (-3.97, 0.06, 0.99)  -0.26
C (-5.01, 0.25, 1.89)  -0.01
C (-5.94, -0.76, 2.08)  -0.06
N (-2.97, 1.05, 0.71)  -0.08
N (-3.25, 2.20, 1.06)  0.10
C (-2.31, 3.22, 0.72)  -0.37
C (-2.79, 4.52, 0.89)  -0.02
C (-1.99, 5.59, 0.54)  -0.06
C (-0.71, 5.35, 0.06)  -0.06
C (-0.24, 4.05, -0.08)  -0.11
C (-1.03, 2.97, 0.26)  -0.23
H (-6.56, -2.74, 1.54)  0.11
H (-4.72, -3.06, -0.09)  0.11
H (-3.08, -1.27, -0.44)  0.08
H (-5.09, 1.19, 2.42)  0.11
H (-6.75, -0.61, 2.78)  0.11
H (-3.80, 4.65, 1.27)  0.12
H (-2.35, 6.60, 0.65)  0.11
H (-0.08, 6.19, -0.22)  0.11
H (0.77, 3.91, -0.46)  0.10
C (0.24, 2.86, 5.49)  -0.16
C (-0.48, 3.28, 4.23)  -0.17
N (-0.35, 2.21, 3.25)  0.07
C (0.84, 1.55, 3.03)  -0.37
N (0.96, 0.87, 1.93)  -0.05
C (2.23, 0.18, 1.69)  -0.23
C (2.89, -0.27, 2.97)  -0.15
C (3.05, 0.93, 3.87)  -0.15
N (1.76, 1.60, 4.03)  -0.03
C (1.68, 2.56, 5.13)  -0.14
H (-0.23, 1.98, 5.91)  0.12
H (0.21, 3.66, 6.23)  0.12
H (-0.07, 4.22, 3.85)  0.13
H (-1.55, 3.43, 4.41)  0.12
H (-0.81, 2.41, 2.37)  0.06
H (2.91, 0.82, 1.12)  0.12
H (2.02, -0.69, 1.06)  0.08
H (3.86, -0.73, 2.78)  0.12
H (2.25, -1.02, 3.47)  0.12
H (3.79, 1.62, 3.46)  0.14
H (3.39, 0.64, 4.86)  0.13
H (2.21, 3.49, 4.86)  0.13
H (2.21, 2.13, 5.98)  0.12

***

# 2
This record from the Open Molecules 2025 dataset describes a cluster of 2 separate species, C3H10OS2 in total. The level of theory is ωB97M-V/def2-TZVPD.

For the LUMO energy (alpha / beta), the calculation gives 2.6036 / 2.6104 eV. The total energy comes out at -991.8159 Ha. The calculation puts the energy relative to the best compared isomer or geometry (same formula, charge and spin) at 3.047 eV. As for the HOMO-LUMO gap (alpha / beta): 0.077 / 0.239 Eh. Its HOMO energy (alpha / beta) is 0.5 / -3.9 eV. Its spin multiplicity is 2. As for the net charge: -1.

Each line ends with the natural charge from an NBO analysis.
Geometry (Å):
C (-4.03, -2.45, -0.25)  -0.79
S (-2.93, -2.73, 1.20)  -0.31
S (-3.37, -4.71, 1.68)  -0.61
H (-4.94, -3.15, -0.25)  0.21
H (-4.60, -1.54, -0.10)  0.20
H (-3.26, -2.27, -1.07)  0.22
H (-2.11, -5.15, 1.59)  0.11
C (2.27, 2.77, -0.76)  -0.08
O (3.16, 3.50, -1.56)  -0.71
C (3.02, 1.92, 0.43)  -0.70
H (1.74, 1.96, -1.37)  0.17
H (1.45, 3.35, -0.22)  0.15
H (3.93, 3.54, -0.96)  0.46
H (3.60, 2.64, 1.09)  0.20
H (3.74, 1.26, -0.27)  0.20
H (2.33, 1.06, 0.82)  0.25

***

# 3
This record from the Open Molecules 2025 dataset describes a cluster of 10 separate species, C35H91N3O12 in total. The level of theory is ωB97M-V/def2-TZVPD.

For the LUMO energy (alpha / beta), the calculation gives -2.6219 / -6.6734 eV. The total energy comes out at -2454.7123 Ha. As for the HOMO-LUMO gap (alpha / beta): 0.269 / 0.120 Eh. Its HOMO energy (alpha / beta) is -9.9 / -9.9 eV. Its spin multiplicity is 2. As for the net charge: +1.

Each line ends with the Löwdin charge.
Geometry (Å):
C (25.99, -5.89, 17.76)  -0.05
C (25.48, -6.27, 19.18)  -0.25
O (25.83, -5.28, 20.15)  -0.11
H (27.05, -5.63, 17.73)  0.08
H (25.46, -5.06, 17.30)  0.04
H (25.81, -6.73, 17.09)  0.07
H (25.91, -7.19, 19.57)  0.10
H (24.39, -6.29, 19.16)  0.09
H (25.33, -4.49, 19.93)  0.06
C (17.88, -8.64, 23.19)  -0.10
C (18.90, -7.84, 22.40)  -0.27
O (19.24, -6.69, 23.25)  -0.11
H (17.59, -9.39, 22.45)  0.08
H (17.04, -7.97, 23.40)  0.08
H (18.20, -9.06, 24.14)  0.08
H (18.54, -7.65, 21.39)  0.11
H (19.72, -8.56, 22.34)  0.08
H (19.30, -6.98, 24.16)  0.07
C (24.44, -9.87, 17.18)  -0.05
C (24.08, -11.20, 17.83)  -0.37
O (24.95, -12.12, 17.35)  -0.04
H (23.75, -9.11, 17.52)  0.06
H (24.21, -10.04, 16.13)  0.08
H (25.48, -9.59, 17.35)  0.05
H (23.05, -11.47, 17.59)  0.12
H (24.13, -11.07, 18.91)  0.09
H (24.38, -12.75, 16.89)  0.11
C (28.16, -10.12, 18.12)  -0.08
C (27.51, -10.27, 19.45)  -0.29
O (26.88, -11.54, 19.47)  -0.08
H (28.85, -10.92, 17.87)  0.09
H (28.60, -9.14, 17.93)  0.08
H (27.45, -10.04, 17.29)  0.06
H (26.70, -9.55, 19.56)  0.09
H (28.18, -10.13, 20.30)  0.12
H (26.25, -11.51, 18.74)  0.04
C (25.83, -12.53, 23.06)  -0.07
C (25.59, -13.63, 21.95)  -0.30
O (26.69, -13.74, 21.10)  -0.09
H (26.63, -12.78, 23.76)  0.07
H (24.96, -12.45, 23.70)  0.05
H (26.07, -11.56, 22.63)  0.04
H (24.84, -13.19, 21.29)  0.09
H (25.30, -14.56, 22.43)  0.11
H (26.84, -12.89, 20.67)  0.03
C (27.07, -8.42, 23.80)  -0.08
C (27.39, -7.48, 22.66)  -0.25
O (26.09, -7.10, 22.16)  -0.13
H (26.69, -9.34, 23.36)  0.06
H (26.44, -8.11, 24.63)  0.08
H (27.96, -8.75, 24.33)  0.08
H (27.91, -7.98, 21.85)  0.11
H (28.01, -6.67, 23.04)  0.11
H (26.13, -6.36, 21.55)  0.04
C (22.43, -10.05, 21.08)  -0.07
C (23.31, -9.15, 21.92)  -0.34
O (24.62, -9.20, 21.46)  -0.08
H (21.45, -10.02, 21.55)  0.06
H (22.84, -11.05, 20.94)  0.07
H (22.37, -9.78, 20.03)  0.06
H (23.27, -9.46, 22.96)  0.11
H (22.97, -8.12, 21.92)  0.09
H (25.14, -8.51, 21.90)  0.01
C (21.73, -4.74, 23.63)  0.02
C (23.15, -4.45, 24.05)  -0.47
C (23.84, -3.66, 22.99)  -0.14
C (23.40, -2.22, 22.82)  -0.15
C (23.74, -1.62, 24.19)  -0.12
C (23.06, -2.33, 25.38)  -0.45
N (23.20, -3.79, 25.37)  0.10
O (22.68, -4.48, 26.49)  0.12
C (23.69, -1.76, 26.66)  0.00
C (21.53, -1.92, 25.37)  0.02
C (23.89, -5.76, 24.22)  0.00
H (21.85, -5.22, 22.66)  0.09
H (21.12, -3.85, 23.45)  0.09
H (21.15, -5.43, 24.25)  0.09
H (24.92, -3.55, 23.06)  0.14
H (23.68, -4.18, 22.04)  0.11
H (22.35, -2.13, 22.57)  0.11
H (24.01, -1.73, 22.05)  0.13
H (23.33, -0.61, 24.14)  0.13
H (24.80, -1.52, 24.44)  0.13
H (22.97, -1.92, 27.47)  0.09
H (24.56, -2.38, 26.85)  0.10
H (23.82, -0.69, 26.55)  0.11
H (21.06, -2.03, 24.39)  0.07
H (20.97, -2.49, 26.11)  0.10
H (21.40, -0.87, 25.61)  0.11
H (23.64, -6.33, 25.11)  0.10
H (24.97, -5.62, 24.30)  0.09
H (23.79, -6.41, 23.34)  0.09
H (23.51, -4.74, 26.90)  0.14
C (21.46, -6.84, 18.89)  -0.08
O (21.86, -5.52, 18.55)  -0.19
C (22.02, -4.66, 19.66)  -0.23
C (22.47, -3.32, 19.16)  -0.19
N (23.76, -3.34, 18.49)  -0.05
C (24.12, -2.08, 17.89)  -0.20
C (25.45, -2.07, 17.08)  -0.15
O (25.30, -2.71, 15.74)  -0.19
C (26.52, -3.07, 15.20)  -0.15
H (22.13, -7.39, 19.55)  0.07
H (21.23, -7.38, 17.98)  0.10
H (20.54, -6.76, 19.47)  0.08
H (22.75, -5.11, 20.33)  0.09
H (21.06, -4.63, 20.19)  0.13
H (22.55, -2.63, 20.00)  0.10
H (21.71, -2.82, 18.54)  0.13
H (23.68, -4.07, 17.80)  0.10
H (24.25, -1.29, 18.63)  0.12
H (23.31, -1.80, 17.21)  0.12
H (26.16, -2.64, 17.67)  0.11
H (25.78, -1.03, 16.99)  0.12
H (27.17, -2.19, 15.17)  0.09
H (26.37, -3.52, 14.22)  0.10
H (27.15, -3.72, 15.81)  0.07
C (21.13, -11.99, 24.44)  -0.07
O (22.05, -12.49, 25.48)  -0.23
C (22.30, -13.87, 25.42)  -0.22
C (23.31, -14.33, 26.60)  -0.18
N (22.69, -14.78, 27.85)  -0.06
C (21.81, -13.67, 28.40)  -0.16
C (21.46, -14.07, 29.85)  -0.20
O (20.38, -15.04, 29.80)  -0.21
C (19.82, -15.45, 31.04)  -0.12
H (21.15, -10.91, 24.34)  0.07
H (20.13, -12.41, 24.49)  0.09
H (21.54, -12.26, 23.47)  0.07
H (22.71, -14.16, 24.45)  0.10
H (21.32, -14.34, 25.52)  0.11
H (23.90, -13.42, 26.77)  0.11
H (23.97, -15.12, 26.24)  0.11
H (22.18, -15.63, 27.73)  0.10
H (20.98, -13.42, 27.74)  0.11
H (22.46, -12.80, 28.54)  0.11
H (21.19, -13.20, 30.46)  0.11
H (22.32, -14.42, 30.43)  0.12
H (19.10, -16.25, 30.91)  0.08
H (19.23, -14.59, 31.36)  0.08
H (20.50, -15.74, 31.84)  0.08

***

# 4
This record from the Open Molecules 2025 dataset describes a structure of composition C23H44CeNOP3. The level of theory is ωB97M-V/def2-TZVPD.

For the LUMO energy (alpha / beta), the calculation gives -10.1705 / -11.4526 eV. The total energy comes out at -2530.9578 Ha. The calculation puts the energy relative to the best compared isomer or geometry (same formula, charge and spin) at 0.958 eV. As for the HOMO-LUMO gap (alpha / beta): 0.239 / 0.181 Eh. Its HOMO energy (alpha / beta) is -16.7 / -16.4 eV. Its spin multiplicity is 2. As for the net charge: +3.

Each line ends with the Löwdin charge.
Geometry (Å):
Ce (0.44, -0.32, -0.65)  0.83
P (-0.50, 1.80, 1.30)  0.74
P (1.61, -1.28, 1.86)  0.74
P (-2.14, 0.55, -1.76)  0.74
H (-1.24, -8.97, -1.56)  0.08
C (-1.43, -8.60, -2.58)  -0.06
C (-0.46, -8.35, -3.46)  -0.05
H (0.59, -8.57, -3.25)  0.08
C (-1.88, 1.37, 2.44)  -0.23
C (0.79, 2.32, 2.50)  -0.25
C (-1.05, 3.45, 0.69)  -0.23
C (2.24, -2.90, 1.27)  -0.24
C (3.08, -0.58, 2.69)  -0.23
C (0.59, -1.81, 3.29)  -0.24
C (-2.32, -0.67, -3.13)  -0.24
C (-2.50, 2.12, -2.62)  -0.24
C (-3.70, 0.28, -0.85)  -0.24
H (-2.49, -8.49, -2.86)  0.07
H (-0.71, -7.99, -4.47)  0.07
H (-2.05, 2.22, 3.12)  0.07
H (-1.63, 0.47, 3.02)  0.04
H (-2.80, 1.17, 1.87)  0.04
H (0.39, 3.16, 3.07)  0.07
H (1.68, 2.64, 1.95)  0.05
H (1.07, 1.51, 3.19)  0.03
H (-1.91, 3.81, 1.26)  0.07
H (-1.32, 3.36, -0.37)  0.01
H (-0.23, 4.17, 0.78)  0.06
H (2.96, -3.31, 1.99)  0.08
H (2.75, -2.76, 0.30)  0.05
H (1.43, -3.62, 1.11)  0.05
H (3.19, -0.96, 3.71)  0.08
H (2.97, 0.51, 2.72)  0.03
H (4.00, -0.80, 2.13)  0.06
H (1.21, -2.46, 3.93)  0.07
H (-0.29, -2.36, 2.94)  0.05
H (0.23, -0.95, 3.88)  0.05
H (-3.05, -0.32, -3.86)  0.07
H (-2.61, -1.66, -2.75)  0.06
H (-1.34, -0.79, -3.62)  0.05
H (-3.08, 1.91, -3.53)  0.07
H (-1.54, 2.58, -2.91)  0.04
H (-3.04, 2.82, -1.98)  0.06
H (-4.50, 0.09, -1.58)  0.07
H (-3.96, 1.15, -0.23)  0.05
H (-3.58, -0.59, -0.19)  0.05
C (-0.37, -3.51, -1.46)  -0.31
C (-1.26, -3.97, -0.45)  0.04
C (-2.02, -5.11, -0.69)  0.01
C (-1.88, -5.77, -1.92)  0.02
C (-0.90, -5.39, -2.85)  0.00
C (-0.14, -4.26, -2.63)  0.05
O (0.22, -2.33, -1.33)  -0.30
H (-1.02, -1.05, 0.47)  -0.03
H (-1.37, -3.39, 0.47)  0.11
H (-2.71, -5.50, 0.07)  0.14
H (-2.49, -6.65, -2.11)  0.10
H (-0.69, -6.01, -3.72)  0.10
H (0.60, -3.89, -3.33)  0.14
C (5.39, 4.08, -2.17)  -0.01
C (4.26, 3.19, -1.78)  -0.22
C (4.48, 1.90, -1.29)  0.03
C (3.41, 1.09, -0.95)  -0.10
N (2.12, 1.49, -1.10)  -0.14
C (1.89, 2.76, -1.54)  -0.09
C (2.93, 3.62, -1.88)  0.03
H (5.38, 5.01, -1.58)  0.11
H (6.34, 3.59, -2.01)  0.09
H (5.32, 4.37, -3.22)  0.11
H (5.50, 1.52, -1.18)  0.14
H (3.55, 0.07, -0.54)  0.11
H (0.85, 3.07, -1.62)  0.11
H (2.71, 4.62, -2.24)  0.14

***

# 5
This record from the Open Molecules 2025 dataset describes a structure of composition C20H25N2O4SiW. The level of theory is ωB97M-V/def2-TZVPD.

For the LUMO energy, the calculation gives -12.5415 eV. The total energy comes out at -1543.1315 Ha. The calculation puts the energy relative to the best compared isomer or geometry (same formula, charge and spin) at 1.152 eV. As for the HOMO-LUMO gap: 0.178 Eh. Its HOMO energy is -17.4 eV. As for the net charge: +3.

Each line ends with the Löwdin charge.
Geometry (Å):
W (1.12, -1.85, 0.39)  1.83
N (0.35, -3.79, -0.48)  -0.02
C (-0.61, -4.49, 0.44)  -0.02
C (-0.48, -3.88, 1.80)  -0.38
O (-1.20, -4.27, 2.74)  0.20
N (0.25, -2.78, 2.06)  -0.08
C (0.15, -2.50, 3.52)  0.02
C (-1.19, -3.13, 3.84)  -0.20
O (2.71, -2.08, 0.73)  -0.27
O (-2.14, -2.85, 4.41)  0.34
H (-0.17, -3.62, -1.33)  0.12
H (1.16, -4.34, -0.76)  0.14
H (-0.20, -5.41, 0.70)  0.14
H (-1.68, -4.55, 0.13)  0.19
H (0.14, -1.41, 3.67)  0.16
H (0.91, -3.03, 4.06)  0.16
C (0.29, 3.98, -0.05)  -0.05
C (0.80, 2.79, 0.78)  -0.58
C (2.29, 2.82, 1.07)  -0.07
C (-0.04, 2.64, 2.13)  -0.04
Si (0.32, 1.22, -0.14)  0.75
O (0.68, -0.25, 1.00)  -0.40
C (1.26, 0.33, -1.57)  -0.23
C (2.23, 0.95, -2.34)  -0.01
C (2.96, 0.21, -3.32)  0.10
C (2.56, -1.13, -3.55)  0.00
C (1.46, -1.77, -2.92)  0.01
C (0.83, -1.07, -1.78)  -0.31
C (-1.44, 1.10, -0.56)  -0.32
C (-1.78, 1.45, -1.90)  -0.06
C (-3.09, 1.91, -2.14)  -0.02
C (-4.00, 1.98, -1.08)  -0.06
C (-3.69, 1.48, 0.13)  -0.07
C (-2.41, 0.99, 0.40)  -0.11
H (-0.05, 4.79, 0.63)  0.12
H (-0.61, 3.78, -0.64)  0.07
H (1.04, 4.33, -0.75)  0.09
H (2.87, 2.26, 0.32)  0.07
H (2.52, 2.40, 2.05)  0.09
H (2.74, 3.82, 1.11)  0.11
H (0.36, 3.34, 2.84)  0.10
H (0.09, 1.56, 2.53)  0.09
H (-1.06, 2.88, 1.91)  0.07
H (2.49, 1.99, -2.15)  0.13
H (3.80, 0.62, -3.90)  0.15
H (2.95, -1.72, -4.37)  0.13
H (1.20, -2.74, -3.32)  0.12
H (-0.28, -1.16, -1.66)  0.13
H (-1.14, 1.27, -2.78)  0.11
H (-3.51, 2.27, -3.06)  0.12
H (-5.05, 2.35, -1.28)  0.15
H (-4.51, 1.61, 0.93)  0.16
H (-2.22, 0.71, 1.49)  0.13

***

# 6
This record from the Open Molecules 2025 dataset describes a cluster of 3 separate species, C7H17NO in total. The level of theory is ωB97M-V/def2-TZVPD.

For the LUMO energy (alpha / beta), the calculation gives 0.6536 / 0.6634 eV. The total energy comes out at -406.7214 Ha. The calculation puts the energy relative to the best compared isomer or geometry (same formula, charge and spin) at 5.685 eV. As for the HOMO-LUMO gap (alpha / beta): 0.266 / 0.225 Eh. Its HOMO energy (alpha / beta) is -6.6 / -5.5 eV. As for the net charge: 0.

Each line ends with the natural charge from an NBO analysis.
Geometry (Å):
C (-0.35, 0.68, -0.21)  0.42
C (-0.76, -0.60, 0.06)  -0.19
C (1.56, -1.13, 0.22)  -0.03
C (-0.05, 1.20, -1.58)  -0.69
C (-2.82, 1.02, -0.20)  -0.73
C (-1.19, -1.09, 1.41)  -0.66
C (2.45, -0.80, -0.94)  -0.66
N (2.03, -0.69, 1.47)  -0.83
O (0.06, 1.47, 0.83)  -0.71
H (0.30, 2.34, 0.51)  0.48
H (-1.04, -1.19, -0.80)  0.22
H (1.24, -2.16, 0.25)  0.17
H (2.23, 0.30, 1.50)  0.37
H (1.45, -0.96, 2.25)  0.37
H (1.01, 1.44, -1.69)  0.22
H (-0.35, 0.48, -2.34)  0.24
H (-0.60, 2.13, -1.75)  0.22
H (-3.47, 0.18, -0.44)  0.17
H (-2.91, 1.83, -0.92)  0.17
H (-2.94, 1.36, 0.83)  0.17
H (-2.27, -1.24, 1.42)  0.23
H (-0.72, -2.05, 1.65)  0.21
H (-0.94, -0.38, 2.19)  0.22
H (1.98, -1.07, -1.88)  0.21
H (3.40, -1.34, -0.87)  0.21
H (2.71, 0.26, -0.96)  0.19